1.
{"formula": "C17H26N6O3S", "method": "the ωB97M-V functional and the def2-TZVPD basis", "elements": ["C", "C", "C", "N", "C", "O", "N", "C", "O", "C", "C", "N", "C", "C", "N", "C", "H", "C", "N", "C", "N", "H", "C", "H", "H", "H", "S", "C", "C", "H", "H", "H", "H", "H", "H", "H", "H", "H", "H", "H", "H", "C", "H", "H", "H", "C", "O", "H", "H", "H", "H", "H", "H"], "coordinates": [[3.36227, -4.39092, -3.11660], [2.34270, -4.34089, -3.95103], [0.96093, -4.81260, -3.61473], [-0.01568, -3.74456, -3.81696], [-0.67851, -3.71427, -5.02562], [-0.51086, -4.53847, -5.89318], [-1.55390, -2.67266, -5.16449], [-1.84382, -1.65863, -4.25746], [-2.65430, -0.81309, -4.58641], [-1.12316, -1.74427, -3.00545], [-1.32091, -0.77509, -1.99920], [-0.67739, -0.89580, -0.85037], [-0.64318, 0.00799, 0.26471], [0.38960, 1.14054, 0.02310], [0.56892, 2.07311, 1.10435], [1.16355, 1.52560, 2.30556], [2.03048, 0.92243, 2.02857], [1.60825, 2.68474, 3.20817], [0.46180, 3.50564, 3.54205], [-0.31085, 3.28814, 4.64513], [0.30086, 2.76961, 5.74093], [1.30274, 2.86966, 5.80646], [-0.38723, 2.65467, 7.00403], [-0.46528, 3.61761, 7.51798], [-1.39504, 2.28643, 6.81901], [0.15091, 1.94898, 7.63380], [-1.92663, 3.65299, 4.67611], [-0.15294, 4.02586, 2.33741], [-0.59399, 2.87995, 1.42664], [-1.01102, 3.28574, 0.50370], [-1.37455, 2.30513, 1.95091], [-1.01020, 4.63871, 2.61524], [0.59076, 4.63960, 1.82284], [2.09294, 2.28598, 4.09805], [2.32193, 3.31029, 2.66438], [0.45853, 0.89612, 2.87711], [0.08618, 1.70995, -0.85978], [1.35904, 0.68089, -0.18994], [-0.34617, -0.57168, 1.14102], [-1.62991, 0.43524, 0.45667], [-0.02942, -1.70088, -0.83680], [-2.25750, 0.36134, -2.21646], [-3.25380, -0.02096, -2.43126], [-1.95802, 0.91872, -3.10184], [-2.29923, 1.03071, -1.36466], [-0.18326, -2.82309, -2.79985], [0.48096, -2.97639, -1.76912], [-2.05524, -2.62854, -6.04447], [0.67187, -5.62922, -4.28190], [0.90534, -5.13040, -2.57222], [2.45337, -3.94114, -4.95039], [4.34402, -4.04828, -3.39559], [3.25406, -4.78056, -2.11817]], "forces_ev_per_a": [[0.11, 0.00, -0.01], [-0.18, -0.03, -0.04], [0.12, -0.29, 0.06], [0.17, -0.32, 0.06], [-0.17, 0.17, 0.07], [0.08, -0.16, -0.24], [-0.27, 0.10, -0.38], [0.18, -0.16, 0.08], [-0.20, 0.14, -0.15], [0.06, 0.02, 0.04], [0.06, -0.20, -0.02], [0.22, -0.38, -0.23], [0.13, 0.70, 0.20], [-0.20, -0.29, 0.06], [0.09, 0.06, 0.02], [0.16, 0.19, 0.10], [0.00, -0.04, 0.03], [0.24, -0.43, 0.01], [0.04, 0.01, 0.19], [0.01, 0.07, 0.12], [0.44, 0.04, -0.26], [-0.09, -0.04, -0.12], [-0.18, -0.09, 0.24], [-0.05, -0.05, -0.04], [0.11, 0.00, 0.12], [0.05, 0.00, 0.02], [-0.66, 0.13, 0.08], [-0.43, 0.16, -0.33], [0.10, 0.25, 0.14], [-0.05, 0.00, -0.03], [-0.02, 0.06, -0.05], [0.19, -0.04, -0.07], [-0.01, -0.05, -0.03], [0.00, 0.06, -0.06], [0.03, -0.10, 0.07], [0.07, -0.02, 0.00], [0.02, -0.08, -0.07], [-0.05, -0.02, -0.10], [-0.12, 0.03, -0.03], [0.08, -0.11, 0.06], [-0.20, 0.13, -0.05], [-0.10, 0.21, 0.13], [0.02, 0.04, -0.01], [-0.04, 0.00, 0.01], [0.04, 0.03, 0.10], [-0.18, 0.28, 0.10], [0.09, -0.12, 0.04], [0.11, -0.02, 0.17], [0.01, 0.12, 0.18], [0.00, -0.01, -0.17], [0.11, 0.05, -0.13], [0.17, 0.06, -0.11], [-0.09, -0.07, 0.22]], "nbo_charge": [-0.37, -0.19, -0.27, -0.46, 0.80, -0.62, -0.64, 0.67, -0.63, -0.44, 0.42, -0.54, -0.25, -0.21, -0.45, -0.23, 0.21, -0.22, -0.44, 0.30, -0.60, 0.39, -0.41, 0.20, 0.24, 0.20, -0.27, -0.23, -0.24, 0.21, 0.19, 0.25, 0.20, 0.20, 0.21, 0.17, 0.20, 0.20, 0.21, 0.20, 0.45, -0.68, 0.27, 0.27, 0.21, 0.69, -0.67, 0.43, 0.25, 0.23, 0.20, 0.20, 0.19], "lumo_ha": 0.0172, "smiles": "C=CCN1C(=O)NC(=O)/C(=C(\\C)NCCN2CCN(C(=S)NC)CC2)C1=O", "e_tot_ev": -43970.957, "charge": 0, "relative_energy_kj_mol": 81.33}

2.
{"formula": "C25H25BrN4O5", "method": "the ωB97M-V functional and the def2-TZVPD basis", "elements": ["C", "H", "O", "C", "C", "C", "C", "C", "C", "H", "H", "C", "H", "H", "C", "N", "C", "C", "C", "C", "C", "C", "N", "O", "O", "H", "C", "N", "C", "O", "C", "C", "C", "C", "C", "C", "H", "H", "Br", "H", "H", "H", "C", "C", "O", "N", "H", "H", "H", "H", "H", "H", "H", "H", "H", "H", "H", "H", "H", "H"], "coordinates": [[-2.63186, -2.37391, -0.46338], [-3.56650, -1.98413, -0.06443], [-1.60586, -1.75732, 0.28226], [-0.34748, -2.29282, 0.18875], [0.07374, -3.11762, -0.84696], [1.38405, -3.55871, -0.88406], [2.29092, -3.20998, 0.10571], [1.84434, -2.42497, 1.16433], [0.54599, -1.96228, 1.20524], [0.20229, -1.33905, 2.01536], [2.52046, -2.17448, 1.96856], [3.74018, -3.57079, -0.03019], [3.85294, -4.54185, -0.51342], [4.21692, -3.61006, 0.95037], [4.46091, -2.50834, -0.89285], [4.43964, -1.21639, -0.26113], [3.38144, -0.38131, -0.21310], [2.37585, -0.38673, -1.20486], [1.29665, 0.45155, -1.14989], [1.14583, 1.37810, -0.10820], [2.12599, 1.43348, 0.85050], [3.23526, 0.58057, 0.82208], [4.13090, 0.68141, 1.91286], [3.83472, 1.40946, 2.84141], [5.16531, 0.01303, 1.90673], [2.06670, 2.14333, 1.66186], [-0.02458, 2.31748, -0.06306], [-1.28544, 1.58859, 0.01063], [-2.38314, 2.19689, 0.49852], [-2.38346, 3.35278, 0.89324], [-3.62871, 1.37611, 0.48061], [-4.01565, 0.70258, -0.67236], [-5.21347, 0.01171, -0.70797], [-6.01256, -0.01255, 0.42336], [-5.64633, 0.65868, 1.57854], [-4.45841, 1.36474, 1.59633], [-4.16369, 1.91245, 2.47800], [-6.28644, 0.63581, 2.44674], [-7.64791, -0.98914, 0.38319], [-5.52630, -0.50277, -1.60382], [-3.39323, 0.73533, -1.55428], [-1.29450, 0.59685, -0.17634], [-0.02983, 3.27487, -1.27995], [0.41621, 4.68489, -0.89634], [1.39103, 5.21920, -1.37680], [-0.38902, 5.26295, 0.01135], [-1.19017, 4.77492, 0.39595], [-0.17446, 6.19105, 0.33460], [-1.04301, 3.34543, -1.67966], [0.63283, 2.90926, -2.06396], [0.04060, 2.91878, 0.85231], [0.55364, 0.40545, -1.93286], [2.46009, -1.07713, -2.02710], [5.08570, -1.10340, 0.51956], [3.99544, -2.46117, -1.87856], [5.50746, -2.79316, -1.02097], [1.70463, -4.18305, -1.70588], [-0.60148, -3.40849, -1.63615], [-2.61216, -3.46017, -0.34257], [-2.56299, -2.12594, -1.52788]], "forces_ev_per_a": [[-0.26, -0.13, -0.09], [0.06, -0.06, -0.08], [0.35, 0.11, 0.17], [0.14, 0.00, 0.06], [-0.33, 0.13, -0.06], [0.14, 0.01, 0.22], [0.00, -0.24, 0.04], [-0.19, -0.19, -0.03], [-0.22, 0.01, -0.06], [-0.06, 0.08, 0.12], [0.12, 0.06, 0.08], [0.05, 0.21, -0.29], [0.03, -0.08, 0.04], [0.05, -0.06, 0.00], [-0.13, -0.39, 0.05], [0.63, -0.07, 0.31], [0.11, 0.56, 0.28], [-0.04, 0.05, -0.14], [0.26, -0.02, 0.16], [0.08, 0.00, 0.27], [-0.10, -0.01, -0.05], [-0.81, -0.08, -1.02], [0.33, 0.05, 0.70], [0.11, 0.06, 0.10], [0.18, 0.00, 0.09], [-0.05, 0.01, 0.01], [-0.02, 0.26, -0.03], [0.19, -0.14, 0.03], [-0.03, -0.44, -0.24], [-0.04, 0.27, 0.19], [-0.24, 0.00, -0.04], [0.06, 0.10, 0.19], [-0.21, -0.05, 0.05], [-0.15, -0.14, -0.10], [-0.07, -0.06, -0.01], [0.12, 0.02, -0.10], [0.02, 0.07, 0.08], [-0.04, -0.01, 0.05], [0.22, 0.14, 0.01], [-0.03, -0.03, -0.06], [0.08, 0.01, -0.09], [-0.10, -0.09, 0.14], [0.10, 0.23, 0.05], [-0.17, -0.44, -0.24], [0.39, 0.17, -0.19], [-0.33, 0.40, 0.42], [0.09, -0.01, -0.03], [0.08, -0.03, -0.07], [0.00, -0.01, 0.00], [-0.05, 0.09, 0.03], [0.02, -0.15, -0.16], [-0.08, -0.04, -0.16], [0.01, -0.09, -0.04], [-0.28, 0.06, -0.32], [0.11, -0.05, -0.01], [-0.08, 0.04, -0.11], [0.04, -0.08, -0.10], [-0.10, -0.01, -0.06], [0.04, 0.02, -0.01], [-0.01, -0.02, 0.02]], "nbo_charge": [-0.25, 0.21, -0.52, 0.28, -0.32, -0.14, -0.06, -0.20, -0.21, 0.22, 0.22, -0.43, 0.22, 0.21, -0.20, -0.59, 0.24, -0.29, -0.09, -0.11, -0.14, -0.02, 0.52, -0.38, -0.44, 0.25, -0.07, -0.61, 0.67, -0.65, -0.15, -0.13, -0.27, -0.07, -0.24, -0.15, 0.23, 0.23, 0.06, 0.23, 0.21, 0.42, -0.51, 0.67, -0.62, -0.84, 0.43, 0.40, 0.23, 0.23, 0.23, 0.21, 0.22, 0.43, 0.19, 0.21, 0.20, 0.22, 0.19, 0.17], "lumo_ha": -0.0180, "smiles": "COc1ccc(CCNc2ccc([C@@H](CC(N)=O)NC(=O)c3ccc(Br)cc3)cc2[N+](=O)[O-])cc1", "e_tot_ev": -112570.225, "charge": 0, "relative_energy_kj_mol": 2.52}

3.
{"formula": "C8H8F5NS", "method": "the ωB97M-V functional and the def2-TZVPD basis", "elements": ["C", "C", "C", "C", "C", "C", "C", "C", "N", "F", "F", "F", "F", "F", "S", "H", "H", "H", "H", "H", "H", "H", "H"], "coordinates": [[-2.44578, -2.07768, -0.73533], [-1.97963, -1.09267, 0.13126], [-2.16123, -1.81308, -2.05003], [-1.32547, -0.05426, -0.53095], [0.03581, 2.58029, 1.74208], [-0.72308, 1.09668, -0.02379], [1.93310, -0.44741, 0.25426], [2.94997, -0.60946, -0.83593], [-0.71417, 1.45291, 1.25115], [2.48303, 0.23201, 1.33064], [1.53028, -1.67351, 0.74422], [4.12465, -1.21504, -0.54133], [2.42421, -1.30546, -1.86236], [3.27730, 0.60294, -1.33047], [-1.30794, -0.34885, -2.25774], [-2.97070, -2.96006, -0.40890], [-2.09907, -1.14449, 1.19722], [-2.41053, -2.41339, -2.90298], [1.09325, 2.47875, 1.48967], [-0.34213, 3.50720, 1.30246], [-0.06300, 2.63653, 2.82274], [-0.23463, 1.77075, -0.71398], [-1.07423, 0.79728, 1.92810]], "forces_ev_per_a": [[-0.11, -0.28, -0.53], [0.44, 0.80, -0.13], [0.06, 0.11, 0.18], [-0.65, -1.05, -0.56], [0.26, 0.40, -0.07], [1.54, 0.02, 0.19], [-0.92, 0.17, 0.99], [0.46, 0.06, -0.97], [-0.55, -0.32, 0.21], [-0.10, -0.34, -0.57], [0.31, 0.62, -0.42], [-0.28, 0.03, 0.37], [-0.17, -0.11, 0.25], [-0.02, 0.07, 0.27], [-0.19, -0.10, 0.67], [-0.04, -0.09, -0.02], [-0.01, 0.03, 0.26], [-0.03, -0.11, -0.16], [0.01, -0.06, 0.03], [0.01, -0.05, 0.09], [-0.02, 0.01, -0.03], [-0.05, 0.15, 0.02], [0.06, 0.06, -0.08]], "nbo_charge": [-0.25, -0.22, -0.39, -0.28, -0.42, 0.10, 0.39, 0.86, -0.52, -0.37, -0.36, -0.33, -0.32, -0.33, 0.48, 0.23, 0.22, 0.24, 0.22, 0.20, 0.22, 0.22, 0.40], "lumo_ha": [-0.0229, -0.0447], "e_tot_ev": -34335.663, "charge": 0, "relative_energy_kj_mol": 77.07}

4.
{"formula": "C8H12N", "method": "the ωB97M-V functional and the def2-TZVPD basis", "elements": ["C", "C", "C", "C", "C", "C", "C", "C", "N", "H", "H", "H", "H", "H", "H", "H", "H", "H", "H", "H", "H"], "coordinates": [[1.07846, -1.32969, 0.18365], [-1.82905, 1.89178, 0.06204], [-0.33428, 1.89870, -0.04764], [2.37999, -0.70805, -0.04695], [1.94003, 0.77600, -0.19223], [-1.37782, -1.11203, 0.29177], [0.45044, 0.82750, -0.01319], [-1.70157, -2.23433, -0.42230], [0.00311, -0.58072, 0.15642], [1.05993, -2.38986, 0.39179], [-2.27534, 2.58860, -0.67247], [-2.14601, 0.81781, 0.10190], [0.15247, 2.91051, -0.04338], [2.92946, -0.91659, 0.92184], [2.96655, -1.04563, -0.85035], [2.45186, 1.45821, 0.52460], [1.94734, 0.93873, -1.29187], [-1.95802, -0.67122, 1.07081], [-0.89441, -2.64463, -0.91895], [-2.14460, 2.26200, 1.14707], [-2.69853, -2.73710, -0.35256]], "forces_ev_per_a": [[-1.17, -0.95, -0.53], [-0.33, -0.07, 2.55], [0.01, 0.69, 0.62], [-1.03, 1.87, 3.03], [0.02, -0.18, -0.74], [0.68, -2.51, -1.18], [-0.83, -0.16, 0.64], [-1.19, 2.56, 2.82], [1.22, -0.38, 0.04], [-0.69, -0.14, 0.06], [-0.07, -0.85, 0.32], [-0.44, 1.72, -0.98], [-0.28, -1.19, -0.31], [-0.18, 0.27, -1.02], [0.55, -0.82, -1.02], [-0.14, -0.24, -1.25], [1.22, 0.87, 0.77], [-0.25, 0.30, 0.11], [1.01, -1.05, -1.70], [0.71, -0.37, -2.20], [1.19, 0.62, -0.04]], "nbo_charge": [0.29, -0.66, -0.13, -0.48, -0.45, -0.06, 0.11, -0.30, -0.29, 0.24, 0.26, 0.21, 0.24, 0.27, 0.28, 0.27, 0.25, 0.24, 0.20, 0.24, 0.26], "lumo_ha": -0.1693, "smiles": "C=C[N+]1=CCC/C1=C/C", "e_tot_ev": -9971.560, "charge": 1, "relative_energy_kj_mol": 17.72}

5.
{"formula": "C4H7N2S", "method": "the ωB97M-V functional and the def2-TZVPD basis", "elements": ["C", "C", "C", "C", "N", "N", "S", "H", "H", "H", "H", "H", "H", "H"], "coordinates": [[-1.20638, 0.26076, 1.62261], [0.13035, 0.30029, 1.34471], [-3.33674, 0.68011, 0.39069], [2.35346, -0.85403, -1.94940], [-2.28260, 0.47275, 0.91900], [0.46457, 0.40508, 0.06035], [2.01903, 0.36659, -0.53090], [-1.44058, 0.31280, 2.69995], [0.68528, 0.26031, 2.34609], [-4.24855, 0.12923, 0.00432], [2.40831, -1.90652, -1.58113], [3.20915, -0.29561, -2.29807], [1.54882, -0.66702, -2.62792], [-0.30413, 0.53525, -0.40030]], "forces_ev_per_a": [[-0.62, 0.79, 4.06], [-0.28, -0.36, 0.35], [2.04, -1.69, 1.27], [-1.61, 0.31, 2.13], [-3.99, 0.32, -3.17], [4.80, -1.75, 4.80], [2.26, 0.47, -0.80], [0.04, -0.23, -0.57], [0.36, -0.11, -2.40], [1.26, 1.07, 0.36], [0.41, 1.05, -0.57], [0.64, -0.60, -0.18], [-0.35, -0.33, -0.69], [-4.97, 1.04, -4.58]], "nbo_charge": [-0.24, 0.17, 0.27, -0.67, -0.22, -0.63, 0.38, 0.25, 0.28, 0.30, 0.25, 0.26, 0.23, 0.38], "lumo_ha": [-0.2012, -0.2013], "smiles": "C#[N+]/C=C\\NSC", "e_tot_ev": -18065.767, "charge": 1, "relative_energy_kj_mol": 446.23}